This record from the Open Molecules 2025 dataset describes 13 unconnected molecules or ions with the total composition C41H114N6O13 in a non-equilibrium geometry. The level of theory is the ωB97M-V functional and the def2-TZVPD basis.

The calculation puts the highest occupied orbital energy at -8.79 eV. As for the LUMO energy: 0.0 eV. As for the energy above the lowest of the compared OMol25 structures with the same formula, charge and spin: 683.32 kJ/mol. The orbital gap comes out at 8.8 eV. The calculation puts the total energy at -2936.76279 Eh.

Each line ends with the Löwdin charge.
Cartesian coordinates (Å):
C  -2.0398  -11.8823  28.0204  -0.07
C  -3.3919  -11.8834  28.6141  -0.54
C  -3.4166  -11.9781  30.1444  -0.05
O  -3.9580  -10.6881  28.2284  -0.05
H  -2.0206  -12.1382  26.9610  0.08
H  -1.5518  -12.7937  28.3656  0.08
H  -1.4109  -11.0161  28.2261  0.09
H  -4.0026  -12.6822  28.1932  0.14
H  -3.0189  -12.9040  30.5598  0.08
H  -4.4253  -11.7276  30.4730  0.08
H  -2.8417  -11.1974  30.6424  0.08
H  -3.6035  -9.9485  28.7274  0.09
C  -7.6599  -16.7028  29.2922  -0.07
C  -8.2728  -18.0686  28.9392  -0.50
C  -7.2872  -18.7758  27.9920  -0.06
O  -8.3784  -18.7535  30.1408  -0.04
H  -6.6866  -16.7456  29.7810  0.07
H  -8.3038  -16.2198  30.0273  0.08
H  -7.3985  -16.0499  28.4594  0.07
H  -9.2683  -17.9332  28.5163  0.14
H  -7.2267  -18.1917  27.0737  0.07
H  -7.6198  -19.7410  27.6098  0.08
H  -6.2600  -18.7561  28.3561  0.08
H  -7.5016  -18.7152  30.5299  0.09
C  -1.8796  -16.2084  20.7479  -0.03
C  -2.2218  -16.3228  22.3154  -0.51
C  -2.9808  -15.1725  22.9067  -0.06
O  -2.9561  -17.4914  22.3555  -0.07
H  -1.4367  -17.1032  20.3103  0.07
H  -1.3960  -15.2450  20.5863  0.06
H  -2.8822  -16.1417  20.3255  0.06
H  -1.3006  -16.5618  22.8470  0.13
H  -3.9152  -14.9934  22.3746  0.08
H  -2.3875  -14.2608  22.8362  0.08
H  -3.1769  -15.4110  23.9520  0.08
H  -3.8922  -17.3602  22.1879  0.09
C  -13.4303  -16.4149  24.3293  -0.04
C  -13.9617  -17.7176  24.9890  -0.55
C  -13.9383  -17.7804  26.4548  -0.07
O  -15.1655  -18.1060  24.4252  -0.03
H  -12.4327  -16.1271  24.6613  0.07
H  -14.0570  -15.5744  24.6275  0.08
H  -13.3966  -16.5392  23.2470  0.07
H  -13.3144  -18.5553  24.7294  0.13
H  -12.9034  -17.6222  26.7580  0.08
H  -14.2917  -18.7442  26.8213  0.09
H  -14.5670  -17.0572  26.9744  0.08
H  -15.1029  -18.1725  23.4695  0.09
C  -9.0987  -18.9900  23.2246  -0.05
C  -7.7503  -19.1080  22.4622  -0.49
C  -7.6739  -20.3692  21.5680  -0.05
O  -7.5444  -17.9525  21.6997  -0.05
H  -9.1842  -18.0985  23.8458  0.07
H  -9.2247  -19.8965  23.8167  0.07
H  -9.9740  -18.9188  22.5790  0.08
H  -6.9183  -19.2582  23.1502  0.12
H  -6.6768  -20.5757  21.1791  0.08
H  -8.2951  -20.2195  20.6848  0.08
H  -8.0608  -21.1844  22.1793  0.08
H  -7.9210  -17.2140  22.1838  0.08
C  -6.6106  -3.1026  32.8714  -0.08
C  -7.7512  -3.9751  32.3797  -0.44
C  -7.1994  -5.3502  32.2807  -0.23
O  -8.3592  -6.1051  31.9728  -0.17
C  -8.0877  -7.1091  31.0104  -0.12
N  -8.8482  -3.9335  33.3732  0.04
H  -6.3655  -3.2018  33.9289  0.08
H  -6.9120  -2.0552  32.8762  0.07
H  -5.7475  -3.2249  32.2170  0.08
H  -8.1387  -3.6978  31.3994  0.15
H  -6.8045  -5.6222  33.2596  0.13
H  -6.4179  -5.2590  31.5263  0.12
H  -7.4046  -6.8217  30.2111  0.08
H  -8.9545  -7.6534  30.6356  0.08
H  -7.6555  -7.9931  31.4791  0.08
H  -9.0238  -2.9601  33.5776  0.06
H  -8.4794  -4.1097  34.2968  0.06
C  -8.3733  -11.8673  25.5396  -0.06
C  -7.3303  -12.3423  24.4909  -0.40
C  -8.0730  -12.4891  23.0768  -0.16
O  -8.9697  -13.6247  22.9621  -0.20
C  -9.5327  -13.6827  21.6792  -0.14
N  -6.2675  -11.3566  24.3765  0.02
H  -7.9260  -11.3787  26.4052  0.07
H  -8.9794  -12.6698  25.9601  0.07
H  -9.1138  -11.2254  25.0624  0.07
H  -6.8166  -13.2594  24.7794  0.13
H  -7.3762  -12.5273  22.2395  0.11
H  -8.7965  -11.6798  22.9784  0.11
H  -10.0228  -12.7918  21.2865  0.09
H  -10.2957  -14.4609  21.7019  0.08
H  -8.8203  -14.0894  20.9614  0.08
H  -5.8687  -11.4100  25.3029  0.06
H  -6.7287  -10.4580  24.3735  0.06
C  -14.8534  -8.4578  25.8574  -0.06
C  -13.7186  -9.3819  26.4512  -0.39
C  -13.8307  -10.8865  26.0328  -0.25
O  -12.9541  -11.7909  26.5721  -0.17
C  -13.2178  -12.0246  27.9792  -0.08
N  -12.5293  -8.7114  25.9192  0.02
H  -14.9802  -8.5695  24.7806  0.08
H  -14.6876  -7.3897  25.9981  0.06
H  -15.7739  -8.6110  26.4207  0.06
H  -13.6240  -9.5012  27.5305  0.11
H  -13.8251  -10.9063  24.9429  0.13
H  -14.7964  -11.3311  26.2732  0.12
H  -12.7077  -11.2841  28.5954  0.08
H  -12.7571  -12.9498  28.3254  0.08
H  -14.2743  -12.1419  28.2199  0.09
H  -12.3840  -7.9082  26.5141  0.07
H  -11.7487  -9.3514  25.8850  0.06
C  -7.5473  -8.3267  17.6971  -0.08
C  -6.6783  -7.6945  18.7574  -0.42
C  -5.8039  -8.6498  19.6529  -0.20
O  -4.9108  -9.3678  18.8567  -0.19
C  -3.8521  -9.8024  19.6322  -0.13
N  -5.8965  -6.7665  18.0012  0.02
H  -8.0507  -9.1722  18.1660  0.07
H  -7.0368  -8.8431  16.8842  0.07
H  -8.3215  -7.7578  17.1824  0.08
H  -7.3366  -7.1115  19.4017  0.13
H  -6.4288  -9.3628  20.1908  0.12
H  -5.2471  -8.0844  20.4001  0.11
H  -3.3294  -8.8865  19.9077  0.10
H  -3.1138  -10.3300  19.0283  0.09
H  -4.0972  -10.6133  20.3182  0.10
H  -5.2142  -7.2867  17.4683  0.07
H  -5.2116  -6.3026  18.5806  0.07
C  -7.5864  -6.1467  25.4249  -0.08
C  -7.7719  -4.7800  24.8967  -0.47
C  -8.7540  -4.6546  23.7172  -0.16
O  -8.3757  -3.4121  22.9900  -0.18
C  -9.1720  -3.1711  21.8507  -0.14
N  -8.0502  -3.8352  26.0111  0.05
H  -6.7994  -6.1951  26.1774  0.08
H  -7.4231  -6.9383  24.6936  0.08
H  -8.5644  -6.3299  25.8701  0.08
H  -6.7975  -4.5564  24.4625  0.13
H  -9.7947  -4.6046  24.0375  0.12
H  -8.7365  -5.6090  23.1910  0.11
H  -8.8585  -2.2271  21.4050  0.08
H  -10.2255  -2.9036  21.9319  0.08
H  -9.1355  -4.0109  21.1568  0.08
H  -8.9280  -4.1828  26.3701  0.06
H  -8.1990  -2.8689  25.7579  0.07
C  -14.0125  -11.5995  15.4409  -0.05
C  -13.5768  -13.0702  15.1186  -0.45
C  -14.4293  -14.0240  16.0006  -0.24
O  -14.1014  -15.3628  15.7827  -0.20
C  -12.9429  -15.9164  16.4660  -0.07
N  -13.8230  -13.4476  13.7755  0.03
H  -15.0182  -11.2959  15.1503  0.08
H  -13.2854  -10.9416  14.9648  0.07
H  -13.8755  -11.5341  16.5202  0.07
H  -12.5328  -13.2349  15.3850  0.13
H  -15.4295  -14.0022  15.5679  0.13
H  -14.4672  -13.6678  17.0300  0.12
H  -12.8456  -15.5697  17.4948  0.08
H  -12.0376  -15.5749  15.9643  0.08
H  -12.9084  -17.0021  16.5571  0.08
H  -13.8303  -14.4575  13.7747  0.07
H  -14.7415  -13.0883  13.5579  0.07
C  -6.9645  -17.5409  17.3450  -0.16
O  -8.1923  -17.3670  18.0505  -0.13
H  -6.3108  -16.6847  17.5119  0.07
H  -6.4013  -18.4040  17.6999  0.07
H  -7.0611  -17.6708  16.2671  0.08
H  -7.9859  -17.2878  18.9847  0.05
C  -6.5184  -12.5774  16.6840  -0.16
O  -5.3388  -12.9903  17.3447  -0.12
H  -7.2048  -13.4239  16.7044  0.08
H  -6.9861  -11.8207  17.3139  0.06
H  -6.3654  -11.9546  15.8026  0.08
H  -5.1165  -12.3330  18.0082  0.06